{"formula": "C27H40Br48O6P2S", "method": "ωB97M-V/def2-TZVPD", "species": ["C", "C", "S", "C", "O", "P", "O", "O", "C", "C", "O", "C", "O", "C", "C", "O", "P", "C", "C", "C", "H", "H", "H", "H", "H", "H", "H", "H", "H", "H", "H", "H", "H", "H", "H", "H", "H", "H", "H", "H", "H", "H", "H", "H", "C", "Br", "Br", "Br", "H", "C", "Br", "Br", "Br", "H", "C", "Br", "Br", "Br", "H", "C", "Br", "Br", "Br", "H", "C", "Br", "Br", "Br", "H", "C", "Br", "Br", "Br", "H", "C", "Br", "Br", "Br", "H", "C", "Br", "Br", "Br", "H", "C", "Br", "Br", "Br", "H", "C", "Br", "Br", "Br", "H", "C", "Br", "Br", "Br", "H", "C", "Br", "Br", "Br", "H", "C", "Br", "Br", "Br", "H", "C", "Br", "Br", "Br", "H", "C", "Br", "Br", "Br", "H", "C", "Br", "Br", "Br", "H"], "xyz": [[1.01686, 4.50940, 2.86664], [0.42883, 5.55063, 1.94252], [-1.26442, 5.22881, 1.35189], [-2.08421, 4.32229, 2.69432], [-2.98503, 3.33443, 2.17276], [-2.37974, 1.92011, 1.75004], [-0.93083, 1.88406, 1.64520], [-3.13679, 1.47379, 0.45116], [-3.18334, 2.40371, -0.64978], [-1.89468, 2.50476, -1.42429], [-1.61355, 1.35139, -2.23743], [-0.86734, 0.38144, -1.62186], [0.31657, 0.48596, -1.50791], [-1.57107, -0.85796, -1.13657], [-0.57975, -2.02114, -1.11673], [-2.87093, 0.82207, 2.76972], [-2.54035, 1.19859, 4.39233], [-0.74636, 0.91031, 4.62103], [-3.28041, -0.24069, 5.25285], [-2.41430, -1.49646, 5.25837], [2.05117, 4.77804, 3.05662], [1.00587, 3.52007, 2.42845], [0.50875, 4.46727, 3.82245], [1.03554, 5.65408, 1.05508], [0.42571, 6.51188, 2.44290], [-1.39148, 3.91714, 3.41328], [-2.70461, 5.03021, 3.22050], [-3.52501, 3.38921, -0.35979], [-3.92907, 2.00591, -1.32682], [-2.03168, 3.32899, -2.11300], [-1.04315, 2.73693, -0.79678], [-1.89082, -0.68676, -0.12158], [-2.43140, -1.04105, -1.77169], [-1.07335, -2.98283, -1.09706], [-0.02937, -1.92518, -0.18999], [0.11221, -1.93243, -1.94103], [-0.17648, 1.75651, 4.27925], [-0.62123, 0.74762, 5.68260], [-0.44634, 0.00628, 4.10266], [-4.26358, -0.43954, 4.84606], [-3.38830, 0.10034, 6.27760], [-2.97043, -2.36215, 5.59375], [-2.03479, -1.71112, 4.27108], [-1.57191, -1.36625, 5.92623], [-7.22246, 2.74843, -0.16754], [-7.20381, 0.94791, -0.84910], [-6.02053, 2.95060, 1.31638], [-6.85409, 4.03653, -1.55150], [-8.22017, 2.94578, 0.19648], [1.11436, 4.45036, 7.56521], [-0.20064, 3.51002, 6.52074], [1.88400, 3.34298, 8.93390], [2.44719, 5.22363, 6.41133], [0.60653, 5.25986, 8.06386], [3.76754, -0.15686, -2.71263], [3.87819, -1.97756, -3.33606], [4.98622, 0.16770, -1.25724], [4.02561, 1.10045, -4.14830], [2.76390, -0.01011, -2.33423], [6.59347, -4.68886, -3.71223], [6.40877, -4.80654, -1.80405], [8.17422, -5.58675, -4.35264], [5.00557, -5.30924, -4.60195], [6.69595, -3.64118, -3.95541], [-9.35251, 3.09838, 4.29342], [-7.63305, 2.57887, 4.98046], [-10.54250, 3.64659, 5.70589], [-9.20648, 4.44466, 2.92507], [-9.78722, 2.22529, 3.83094], [-7.89295, 4.02564, 8.73734], [-6.27215, 3.02610, 8.45663], [-8.89761, 3.33536, 10.22269], [-7.54668, 5.91293, 8.93137], [-8.49988, 3.90015, 7.85151], [3.17980, -7.59133, -2.10486], [4.61721, -8.34251, -1.07192], [1.88463, -8.92277, -2.61075], [2.36882, -6.10936, -1.18337], [3.61239, -7.20194, -3.01353], [-2.32914, 5.87858, 9.96341], [-1.56805, 4.14913, 10.35088], [-1.72488, 6.55603, 8.26433], [-4.24757, 5.82715, 10.04573], [-1.97923, 6.56452, 10.71977], [7.79231, -7.17830, -8.05129], [8.69817, -8.75094, -7.41640], [8.39128, -6.66231, -9.80674], [5.87875, -7.39112, -7.99231], [8.04137, -6.37225, -7.37659], [4.89564, -5.37593, -11.08286], [3.93025, -6.71902, -12.06085], [6.22271, -4.51192, -12.18063], [3.71539, -4.10017, -10.25920], [5.42677, -5.87927, -10.28790], [6.06265, -5.47460, -15.95168], [6.99808, -7.04037, -15.34068], [6.67050, -4.91653, -17.69270], [4.15845, -5.72590, -15.91258], [6.29209, -4.67650, -15.26161], [7.77025, -3.48157, -21.43585], [8.40577, -4.97361, -22.47122], [8.86846, -1.92179, -21.68876], [5.91630, -3.10866, -21.79316], [7.84736, -3.75928, -20.39564], [5.01033, 6.25865, 2.11935], [4.29161, 7.68275, 1.04399], [6.93313, 6.24021, 2.08989], [4.32860, 6.32415, 3.92021], [4.67386, 5.32906, 1.68519], [-8.16237, -0.42810, 12.49143], [-9.24685, -1.54187, 11.35673], [-6.72541, 0.39124, 11.51179], [-9.22381, 0.88866, 13.41324], [-7.72119, -1.06666, 13.24112], [5.14842, -1.34488, 2.45331], [5.83851, -2.87773, 1.51380], [6.16667, 0.24151, 2.05733], [3.27133, -1.08595, 2.11515], [5.25790, -1.54140, 3.50864], [-3.92721, -4.07426, 2.33143], [-5.71442, -4.38446, 2.97485], [-3.54748, -2.19373, 2.18788], [-2.61540, -4.98264, 3.41015], [-3.86692, -4.49184, 1.33807]], "mulliken_charge": [-0.060, -0.474, -0.199, 0.053, -0.286, 0.626, -0.585, -0.189, -0.428, -0.712, -0.447, 0.546, -0.570, 0.586, -1.384, 0.168, -0.048, -1.427, -0.383, -1.172, -0.049, 0.144, -0.103, 0.414, 0.387, -0.369, 0.558, 0.413, 0.285, 0.385, 0.417, -0.399, 0.365, 0.388, 0.313, 0.331, 0.276, 0.449, 0.431, 0.448, 0.401, 0.324, 0.164, 0.341, -0.392, -0.052, 0.144, -0.049, 0.364, -0.150, 0.209, -0.023, -0.014, 0.071, 0.342, 0.064, 0.048, -0.034, -0.305, -0.369, 0.079, -0.055, -0.039, 0.387, -0.326, 0.046, -0.074, -0.060, 0.377, 0.406, 0.030, 0.021, -0.056, -0.403, 0.060, -0.010, -0.034, 0.053, -0.076, -0.333, -0.042, -0.062, 0.025, 0.409, -0.166, -0.014, -0.001, -0.061, 0.206, 0.618, -0.004, -0.023, -0.008, -0.554, -0.166, 0.017, -0.020, 0.002, 0.177, 0.061, -0.001, -0.008, 0.001, -0.087, -0.338, -0.008, -0.029, 0.018, 0.317, -0.336, -0.005, 0.032, -0.025, 0.321, -0.513, 0.023, -0.040, 0.131, 0.360, -0.358, -0.052, 0.089, -0.045, 0.376], "charge": 0, "lumo_energy_ev": -0.40, "homo_lumo_gap_ha": 0.310, "largest_force_ev_per_a": 1.3}